1.
Here is a 3-piece molecular cluster, C4H10NO2 overall at a distorted geometry from the OMol25 dataset. Energies are from wB97M-V/def2-TZVPD.

## Properties
LUMO level	-0.1775	Ha
energy	-9887.169	eV
relative energy (zero: lowest compared OMol25 entry of this formula, charge and spin)	233.4	kJ/mol
E_HOMO	-0.5999	hartree
net charge	+1
frontier orbital gap	11.49	eV

Geometry (Å):
C -1.641530 0.180839 -3.481326
C 1.620093 0.803955 -0.127880
C -0.744515 1.074455 -0.190394
C 0.067050 -1.109387 0.455070
N 0.242340 0.229742 -0.024503
O -1.946947 -0.290443 -4.472153
O -1.220454 0.554322 -2.473374
H -0.205187 -1.611456 4.813570
H 1.502420 1.588822 -0.957731
H 1.813035 1.398976 0.784148
H 2.301730 -0.003948 -0.318688
H -1.695514 0.638236 -0.101561
H -0.534306 2.094987 -0.438044
H 0.358576 -1.190071 4.493196
H -0.772275 -1.629910 0.134217
H 0.982526 -1.679212 0.357963
H -0.127041 -1.049906 1.547489

Forces on atoms 1 to 6 (eV/Å):
C 0.5261 -0.7601 -0.4571
C -1.4545 1.8446 -0.7427
C 2.5147 -2.6141 0.4099
C 1.1320 -0.0360 2.6815
N -1.1209 3.2344 -0.1959
O -0.7565 -0.1412 -1.1030


2.
Here is a 2-piece molecular cluster, C11H12NP overall at a distorted geometry from the OMol25 dataset. Energies are from wB97M-V/def2-TZVPD.

## Properties
LUMO level (spin up / spin down)	-0.0020 / -0.0227	Ha
energy	-22375.732	eV
relative energy (zero: lowest compared OMol25 entry of this formula, charge and spin)	332.0	kJ/mol
E_HOMO (spin up / spin down)	-0.2790 / -0.3113	hartree
net charge	0
frontier orbital gap (spin up / spin down)	7.54 / 7.85	eV

Geometry (Å):
C -3.805388 -0.835463 0.576537
C -3.708330 0.529580 0.505790
C -2.661284 -1.598230 0.558896
C 3.127626 -1.224197 -1.351402
C 2.586847 -2.025176 -0.300409
C -2.496962 1.129149 0.428235
C -1.426281 -1.030172 0.498845
C 2.905752 0.103016 -1.042197
C 2.126107 -1.117534 0.630717
C -1.460249 0.348171 0.474681
C 1.293349 2.671169 -0.455857
N 2.283544 0.157848 0.157281
P 1.564120 1.501797 0.999743
H -4.695979 -1.393772 0.538127
H -4.557476 1.195008 0.580782
H -2.826548 -2.693000 0.632295
H 3.662300 -1.750515 -2.157839
H 2.610431 -3.140128 -0.304273
H -2.308536 2.251784 0.713827
H -0.466350 -1.510647 0.612787
H 3.198629 1.051733 -1.521495
H 1.269555 -1.204165 1.310403
H 2.072345 3.416396 -0.436872
H 0.344199 3.055055 -0.332435
H 1.368569 2.112305 -1.316164

Forces on atoms 1 to 6 (eV/Å):
C 0.4329 0.1586 -0.6651
C -2.4153 0.4007 0.1328
C -0.5510 -2.3141 0.1623
C 0.4885 -0.9228 -0.2408
C 0.4024 0.1449 0.0181
C 0.1846 4.9100 1.5948


3.
Here is a 2-piece molecular cluster, C4H9N overall from the OMol25 dataset. Energies are from wB97M-V/def2-TZVPD.

## Properties
LUMO level	0.0242	Ha
energy	-5776.822	eV
relative energy (zero: lowest compared OMol25 entry of this formula, charge and spin)	674.4	kJ/mol
E_HOMO	-0.2772	hartree
net charge	0
frontier orbital gap	8.20	eV

Geometry (Å):
C -1.583654 -0.262420 1.388262
N -0.725203 0.089388 0.294367
C 0.534187 0.392623 0.236024
C -0.406495 1.250384 -0.582255
H -1.423856 0.417276 2.235896
H -2.625911 -0.191602 1.071330
H -1.371745 -1.288691 1.701401
H 1.287132 0.394935 1.014806
H -0.697341 2.176364 -0.051359
C 1.421964 -0.609033 -1.372188
H 2.318532 -0.139925 -1.789553
H 1.771010 -1.278398 -0.570607
H 0.978882 -1.299431 -2.104550
H 0.522497 0.348532 -1.471574

Forces on atoms 1 to 6 (eV/Å):
C -0.1141 -0.0429 0.1678
N 0.3372 -0.0903 0.0383
C -0.2628 0.0226 0.2417
C -0.0970 0.3282 0.0822
H -0.1314 -0.1282 -0.0635
H 0.1341 -0.0553 0.0228


4.
Here is a 7-piece molecular cluster, C36H57N8O2 overall from the OMol25 dataset. Energies are from wB97M-V/def2-TZVPD.

## Properties
LUMO level	-0.0918	Ha
energy	-54264.239	eV
E_HOMO	-0.3612	hartree
net charge	+1
frontier orbital gap	7.33	eV

Geometry (Å):
C 1.534035 -2.586186 1.438480
C 0.259028 -2.538034 0.578314
C 0.409584 -1.928798 -0.818024
C 0.467069 -0.407129 -0.982091
N 1.644027 0.213299 -0.398914
C 1.839451 1.586010 -0.822870
C 0.586889 2.475124 -0.805809
N -0.621693 1.721493 -1.277453
C -0.832732 0.372322 -0.600714
C -2.078818 -0.208201 -1.268298
O -1.812970 -0.218475 -2.650244
C -2.715794 -1.041086 -3.387559
C -1.061874 0.670076 0.896360
O -2.079257 -0.134085 1.421465
C -1.958654 -0.282515 2.837359
C -2.915558 -1.347800 3.322563
H 1.332888 -2.263331 2.464043
H 2.337912 -1.965483 1.038418
H 1.922094 -3.604165 1.511659
H -0.545927 -2.037680 1.110793
H -0.101489 -3.561378 0.432098
H -0.405590 -2.290004 -1.455959
H 1.330970 -2.315645 -1.268119
H 0.580131 -0.253116 -2.065205
H 1.707447 0.098939 0.602437
H 2.269720 1.588267 -1.832288
H 2.575038 2.060651 -0.168806
H 0.716998 3.329535 -1.475512
H 0.369799 2.864322 0.191585
H -0.548341 1.513967 -2.279172
H -1.459378 2.293604 -1.163986
H -2.961076 0.415584 -1.051567
H -2.279096 -1.201542 -0.857021
H -3.750925 -0.865138 -3.075187
H -2.610712 -0.779918 -4.439372
H -2.468291 -2.098668 -3.239525
H -1.329369 1.732188 1.027317
H -0.130132 0.518548 1.457959
H -0.922302 -0.579359 3.064079
H -2.136812 0.679759 3.336581
H -2.574393 -2.344612 3.030728
H -3.917677 -1.187834 2.920604
H -2.965628 -1.325571 4.413278
N 1.518569 0.004324 4.881275
C 2.836033 0.214322 5.194125
C 3.117051 -0.509491 6.321764
C 1.924436 -1.183070 6.702710
C 0.957219 -0.848144 5.794458
H 1.037321 0.416431 4.104289
H 3.455640 0.863669 4.598579
H 4.068233 -0.545600 6.825644
H 1.793662 -1.836268 7.548585
H -0.075487 -1.144589 5.719971
N -0.612789 -6.444186 -4.400068
C -1.002042 -6.422165 -3.090966
C -0.727159 -5.175340 -2.595373
C -0.148484 -4.418794 -3.652573
C -0.093235 -5.231516 -4.753719
H -0.691490 -7.236660 -5.010356
H -1.435386 -7.288811 -2.623017
H -0.915919 -4.848444 -1.585568
H 0.188951 -3.395922 -3.607166
H 0.272867 -5.049899 -5.749125
N -0.807124 4.971083 4.690515
C 0.240782 4.092451 4.735066
C -0.185488 2.965955 5.390525
C -1.545094 3.176819 5.752953
C -1.897377 4.423088 5.308033
H -0.772095 5.892472 4.295540
H 1.201490 4.350836 4.322992
H 0.411568 2.097289 5.610788
H -2.183079 2.499326 6.295607
H -2.821341 4.968342 5.393825
N -5.111055 1.182336 -6.704248
C -5.345793 0.416952 -7.813636
C -5.647489 -0.850302 -7.394416
C -5.596365 -0.850042 -5.973707
C -5.261690 0.417815 -5.578994
H -4.871065 2.155568 -6.717848
H -5.282893 0.836263 -8.802746
H -5.886810 -1.683602 -8.032782
H -5.792947 -1.684260 -5.320612
H -5.130472 0.842106 -4.598092
N 1.781496 8.025402 -2.104826
C 2.769357 7.083312 -2.134533
C 2.294797 5.960392 -1.509969
C 0.964566 6.244968 -1.092202
C 0.677877 7.529237 -1.473194
H 1.858684 8.950665 -2.486241
H 3.723296 7.288970 -2.587675
H 2.850165 5.048132 -1.362266
H 0.293263 5.592305 -0.557046
H -0.209568 8.124335 -1.347026
N 5.105201 -2.977374 2.087578
C 5.055826 -2.443734 0.827568
C 5.640816 -3.335100 -0.031203
C 6.063773 -4.450416 0.742674
C 5.718741 -4.199395 2.043236
H 4.745942 -2.544767 2.919794
H 4.607752 -1.481561 0.645149
H 5.753479 -3.205530 -1.094551
H 6.564056 -5.333948 0.384162
H 5.858235 -4.784169 2.935918

Forces on atoms 1 to 6 (eV/Å):
C -0.0652 0.0429 0.1336
C -0.0785 -0.1069 -0.0358
C 0.1394 -0.1008 -0.0829
C 0.0505 -0.0154 0.0540
N -0.0601 0.0592 0.0626
C 0.0938 0.0485 -0.0209


5.
Here is C29H31Ge2N3OPd as an isolated structure from the OMol25 dataset. Energies are from wB97M-V/def2-TZVPD.

## Properties
LUMO level (spin up / spin down)	-0.1400 / -0.2073	Ha
energy	-153597.898	eV
multiplicity	4
E_HOMO (spin up / spin down)	-0.3517 / -0.4170	hartree
net charge	+1
frontier orbital gap (spin up / spin down)	5.76 / 5.70	eV

Geometry (Å):
Pd -0.378158 0.136280 0.312753
C 3.380036 1.097938 -1.743683
C 2.033134 1.092082 -1.120843
N 1.338527 -0.032037 -0.879716
N 1.838373 -1.161502 -1.256101
C 0.959081 -2.255346 -0.891141
O -0.184831 -2.051664 -0.510663
C 1.560079 -3.580487 -1.027686
C 0.830335 -4.679259 -0.564535
C 1.370689 -5.946712 -0.654466
C 2.635393 -6.122051 -1.206883
C 3.362615 -5.033565 -1.667689
C 2.830292 -3.759055 -1.578156
C 1.383852 2.325613 -0.687487
C 2.035327 3.552408 -0.782481
C 1.388293 4.697121 -0.342901
C 0.112091 4.589146 0.177666
C -0.479797 3.333170 0.248204
N 0.129729 2.235502 -0.175271
H 3.681864 0.097914 -2.033058
H 4.111513 1.498179 -1.036313
H 3.388326 1.748052 -2.620344
H -0.148583 -4.518828 -0.133215
H 0.813265 -6.800826 -0.295690
H 3.055227 -7.116825 -1.277267
H 4.343782 -5.179929 -2.097717
H 3.389139 -2.908383 -1.938389
H 3.036387 3.610421 -1.182755
H 1.881859 5.657275 -0.402710
H -0.427912 5.453694 0.536004
H -1.465870 3.203576 0.677396
C 3.028195 -1.671445 2.535212
Ge 2.298659 -0.042035 3.341807
C 3.121208 1.512822 2.468624
C 2.621475 0.012036 5.270461
Ge -0.059804 -0.036614 2.763875
C -0.994605 -1.668277 3.280284
C -0.462926 -2.476279 4.286005
C -1.091366 -3.654644 4.662589
C -2.262925 -4.047296 4.031782
C -2.801179 -3.259711 3.023844
C -2.167983 -2.084065 2.650420
C -1.057864 1.587374 3.195148
C -2.412857 1.697142 2.867550
C -3.103758 2.882612 3.071449
C -2.447695 3.984988 3.606086
C -1.104529 3.890679 3.943287
C -0.417044 2.701741 3.736435
H 4.106235 -1.732848 2.686302
H 2.834596 -1.678936 1.460326
H 2.567274 -2.560012 2.966922
H 4.205495 1.496509 2.581993
H 2.745893 2.448777 2.882723
H 2.885206 1.498855 1.403788
H 3.693699 0.008785 5.469090
H 2.181171 -0.852156 5.766111
H 2.192781 0.911049 5.712588
H 0.450079 -2.187524 4.795315
H -0.667749 -4.264248 5.450090
H -2.755741 -4.965000 4.324174
H -3.713056 -3.561963 2.525643
H -2.598437 -1.491531 1.848146
H -2.946026 0.840963 2.465725
H -4.155677 2.944276 2.823361
H -2.985952 4.908611 3.773903
H -0.593276 4.740557 4.377240
H 0.631624 2.649906 4.008642

Forces on atoms 1 to 6 (eV/Å):
Pd -0.2274 0.2539 -0.4208
C 0.0164 0.0223 -0.0026
C -0.1441 -0.0226 0.0142
N 0.3148 0.0511 -0.0386
N -0.2245 -0.2019 0.0693
C 0.1331 0.3712 -0.0935


6.
Here is the molecule C15H14FN3O2 at a distorted geometry from the OMol25 dataset. Energies are from wB97M-V/def2-TZVPD.

## Properties
LUMO level	0.0153	Ha
energy	-27060.570	eV
relative energy (zero: lowest compared OMol25 entry of this formula, charge and spin)	537.4	kJ/mol
E_HOMO	-0.2775	hartree
net charge	0
frontier orbital gap	7.97	eV

Geometry (Å):
C -4.747513 -0.616057 -2.078281
O -4.316115 0.727437 -1.830136
C -3.318304 0.797630 -1.032712
C -3.426915 1.275730 0.346562
C -2.446589 0.956356 1.267873
C -1.248145 0.399531 0.839753
C -0.050338 0.214929 1.823248
O 1.090025 1.002567 1.388122
C 2.124107 0.142399 1.026978
C 3.211484 0.491306 0.051889
C 3.687171 -0.497229 -0.761418
C 4.597349 -0.097934 -1.771678
N 5.257539 1.126249 -1.764175
C 4.922424 1.963635 -0.791677
C 3.836981 1.720420 0.039658
N 1.743284 -1.118000 1.289818
N 0.543595 -1.052806 1.901535
C -0.211347 -2.304899 2.238724
C -1.109791 0.026530 -0.409204
C -2.057156 0.062391 -1.388923
F -1.727646 -0.501502 -2.560080
H -5.182485 -0.774320 -3.062314
H -5.606518 -0.779115 -1.343493
H -4.043874 -1.415028 -1.949365
H -4.366547 1.739159 0.743758
H -2.547598 1.289178 2.276861
H -0.398391 0.444175 2.785649
H 3.333505 -1.503140 -0.699339
H 4.979048 -0.843173 -2.532884
H 5.350373 2.954448 -0.740855
H 3.435084 2.509786 0.559569
H 0.346789 -3.072018 2.862869
H -0.366131 -2.802096 1.266019
H -1.190480 -2.072834 2.670548
H -0.096874 -0.393704 -0.662902

Forces on atoms 1 to 6 (eV/Å):
C -2.8602 -0.2385 1.0002
O -2.5998 -0.1504 -2.8127
C 4.8637 -1.9008 3.0319
C -0.8436 -0.9998 -1.4108
C 0.5772 0.8540 -0.7001
C -0.0212 0.9448 4.1252


Question: energy of number 3 (C4H9N)?
Answer: -5776.822 eV